1.
This record from the Open Molecules 2025 dataset describes a cluster of 2 separate species, C5H7F2N in total at a distorted geometry. The level of theory is the ωB97M-V functional and the def2-TZVPD basis.

Structure (XYZ):
```
15
Properties=species:S:1:pos:R:3:forces:R:3:mulliken_charge:R:1
C -1.0198 2.3754 -0.5846 -0.4 -0.5 0.6 -0.783
C -1.5730 1.3893 0.1231 0.0 0.6 -1.2 0.678
F -1.7634 1.4662 1.4206 -0.3 -0.2 0.3 -0.223
F -2.0756 0.2370 -0.3480 0.4 1.0 0.3 -0.211
H -0.8494 3.3474 -0.1066 0.2 -0.7 -0.1 0.258
H -0.7604 2.2348 -1.6211 -0.3 0.0 -0.1 0.284
C 1.7618 -0.2697 0.3446 0.3 -2.2 -1.0 -1.219
C 0.3751 -0.8673 0.5238 0.3 -1.1 -0.1 -0.402
C 0.1298 -2.0573 -0.0161 0.1 0.2 0.1 0.414
N 0.0268 -3.2247 -0.3339 1.3 1.3 3.0 -0.486
H 2.5663 -0.6432 1.0098 -0.7 0.4 0.0 0.276
H 2.0768 -0.5679 -0.6612 0.2 -0.5 0.1 0.340
H 1.8137 0.7540 0.1833 -0.3 2.2 0.6 0.371
H -0.4088 -0.5077 1.1810 0.4 0.1 0.0 0.449
H -0.2997 -3.6663 -1.1145 -1.2 -0.7 -2.6 0.254
```
Forces are in eV/Å.

Calculated values
**Charge**: 0
**E_HOMO**: -8.27 eV
**Energy above the lowest of the compared OMol25 structures with the same formula, charge and spin**: 196.1 kJ/mol
**HOMO-LUMO gap**: 9.20 eV
**Electronic energy**: -12220.64922 eV
**Max |F|**: 3.5 eV Å⁻¹
**LUMO level**: 0.0339 Ha

---

2.
This record from the Open Molecules 2025 dataset describes a structure of composition C18H21BrN2O3Yb at a distorted geometry. The level of theory is the ωB97M-V functional and the def2-TZVPD basis.

Structure (XYZ):
```
46
Properties=species:S:1:pos:R:3:forces:R:3:mulliken_charge:R:1
C 2.7085 3.3673 -1.5703 0.2 -0.6 0.3 -0.252
C 2.8424 3.2502 -0.1564 0.1 -0.4 -0.5 -0.632
C 3.1600 1.8903 0.1463 -0.2 0.2 -0.2 -0.603
H 2.7306 4.0381 0.5868 0.1 -0.2 -0.3 0.408
C 3.1490 1.1530 -1.0841 -0.2 0.5 -0.1 -0.534
C 2.8742 2.0714 -2.1434 0.1 0.3 1.0 -0.513
H 2.8485 1.8239 -3.2047 -0.1 0.1 0.4 0.407
H 2.5701 4.2991 -2.1205 -0.3 -0.4 0.2 0.492
H 3.3514 1.5244 1.1563 0.0 0.0 -0.5 0.465
H 3.3572 0.0929 -1.2176 -0.1 0.4 0.2 0.416
Yb 0.6601 1.6081 -0.0867 -0.4 1.5 -2.1 0.615
Br 0.1978 2.8301 2.2161 0.0 -0.2 0.3 -0.569
C -1.6805 1.9768 -1.4773 0.4 0.2 0.0 -0.538
C -0.8732 1.7723 -2.6432 0.1 0.6 0.4 -0.807
C -0.1576 2.9837 -2.8944 -0.6 0.1 0.7 -0.334
H -0.8707 0.8815 -3.2711 0.0 0.3 0.2 0.361
C -0.4733 3.9124 -1.8594 -0.2 -0.8 -0.3 -0.446
C -1.4127 3.2889 -0.9796 0.4 -0.4 -0.2 -0.816
H -1.8362 3.7289 -0.0769 0.1 -0.1 -0.4 0.470
H -2.4009 1.2738 -1.0617 0.3 0.3 -0.2 0.706
H 0.4832 3.1834 -3.7532 0.0 -0.2 0.4 0.482
H -0.0845 4.9282 -1.7646 -0.1 -0.4 0.0 0.387
C 0.0047 -3.4312 -0.6470 0.1 -0.1 -0.2 -1.277
C -1.2288 -3.2600 0.2406 -0.1 -0.2 0.1 -0.978
C -1.0609 -2.2939 1.4378 0.3 0.9 -0.2 2.516
C -2.2881 -2.2409 2.3420 -0.2 -0.1 0.4 -1.065
C -3.6367 -2.0713 1.6575 -0.2 0.3 -0.2 -1.273
C 0.1329 -2.7301 2.3186 0.5 -0.3 0.1 -0.209
O 0.0648 -3.6248 3.1445 -0.2 0.4 -0.6 -0.669
N 1.3342 -2.0609 2.1268 -0.2 -0.5 -0.1 0.018
C 1.5858 -1.1395 1.1025 0.1 -0.2 -0.1 0.221
O 2.7366 -0.7790 0.8953 -0.9 -0.7 0.3 -0.645
N 0.4916 -0.6608 0.4323 0.8 1.2 0.0 0.187
C -0.7779 -0.9003 0.8321 -1.0 0.4 0.6 -0.216
O -1.6614 -0.0277 0.6811 1.6 -1.5 0.2 -0.629
H 0.2954 -2.5003 -1.1664 -0.2 -0.5 0.3 0.238
H -0.2172 -4.1874 -1.4130 0.1 0.2 0.2 0.482
H 0.8618 -3.7960 -0.0593 -0.2 0.1 -0.2 0.270
H -2.0756 -2.9098 -0.3756 0.3 -0.1 0.3 0.357
H -1.5095 -4.2292 0.6783 0.0 0.1 -0.2 0.386
H -2.2865 -3.1569 2.9474 0.0 0.2 -0.1 0.446
H -2.1483 -1.3821 3.0158 0.0 -0.3 0.0 0.401
H -3.8576 -2.8840 0.9505 0.0 0.2 0.2 0.289
H -4.4187 -2.0612 2.4289 0.1 0.0 -0.2 0.435
H -3.6579 -1.1069 1.1294 -0.1 -0.4 0.1 0.239
H 2.1739 -2.4446 2.5598 -0.5 0.2 0.0 0.310
```
Forces are in eV/Å.

Calculated values
**Charge**: -1
**E_HOMO (alpha / beta)**: -4.20 / -4.21 eV
**Energy above the lowest of the compared OMol25 structures with the same formula, charge and spin**: 0.0 kJ/mol
**HOMO-LUMO gap (alpha / beta)**: 6.98 / 6.99 eV
**Electronic energy**: -129707.50411 eV
**Max |F|**: 2.7 eV Å⁻¹
**Multiplicity**: 2
**LUMO level (alpha / beta)**: 0.1022 / 0.1022 Ha
**<S²>**: 0.751

---

3.
This record from the Open Molecules 2025 dataset describes a cluster of 4 separate species, C4H13NO5 in total at a distorted geometry. The level of theory is the ωB97M-V functional and the def2-TZVPD basis.

Structure (XYZ):
```
23
Properties=species:S:1:pos:R:3:forces:R:3:mulliken_charge:R:1
C -2.2550 0.4905 -1.2467 -0.8 0.4 -0.7 0.143
N -1.0728 0.1222 -0.5731 -0.3 -0.4 0.4 0.202
C -0.8438 -1.2657 -0.2303 -0.5 -0.1 0.1 -0.729
C -0.2905 1.1106 -0.0338 -0.2 0.6 0.6 -0.258
C 1.1588 1.1173 -0.7494 0.3 0.1 -0.3 0.140
O 2.0619 0.5589 -0.2583 0.1 -0.1 0.1 -0.255
O -2.5426 1.6317 -1.4572 0.3 -0.1 0.1 -0.387
H -2.9049 -0.3414 -1.5492 0.3 -0.2 0.1 0.326
H 0.1115 -1.5784 -0.6392 0.2 -0.2 0.0 0.342
H -0.8458 -1.3828 0.8606 0.1 0.1 -0.2 0.200
H -1.6585 -1.8654 -0.6467 0.3 0.0 0.0 0.314
H -0.0686 0.9495 1.0208 0.2 -0.3 0.2 0.079
H -0.7560 2.0768 -0.1800 0.0 0.3 -0.3 0.443
H 1.1891 1.6357 -1.7292 -0.1 0.0 0.0 0.417
H 0.7508 -3.2119 2.9040 0.3 0.4 0.2 0.325
H 0.4856 -1.7637 2.5268 -0.1 0.0 0.1 0.351
O 1.1477 -2.3246 2.9394 -0.2 -0.4 -0.3 -0.628
H 1.7074 0.2426 -4.1332 0.3 0.0 -0.1 0.318
H 2.8672 1.0859 -3.5082 0.1 -0.2 -0.3 0.336
O 1.9127 1.0158 -3.6015 -0.3 0.2 0.4 -0.649
H 0.6584 0.1649 3.4063 -0.4 0.4 0.4 0.342
H -0.5520 1.1456 3.6963 0.3 -0.1 0.2 0.283
O -0.2605 0.3860 3.1819 0.2 -0.3 -0.7 -0.654
```
Forces are in eV/Å.

Calculated values
**Charge**: +1
**E_HOMO (alpha / beta)**: -14.58 / -14.58 eV
**Energy above the lowest of the compared OMol25 structures with the same formula, charge and spin**: 0.0 kJ/mol
**HOMO-LUMO gap (alpha / beta)**: 10.59 / 6.36 eV
**Electronic energy**: -16077.14940 eV
**Max |F|**: 1.2 eV Å⁻¹
**Multiplicity**: 2
**LUMO level (alpha / beta)**: -0.1467 / -0.3020 Ha
**<S²>**: 0.760

---

4.
This record from the Open Molecules 2025 dataset describes a structure of composition C8H5FeN2O5 at a distorted geometry. The level of theory is the ωB97M-V functional and the def2-TZVPD basis.

Structure (XYZ):
```
21
Properties=species:S:1:pos:R:3:forces:R:3:mulliken_charge:R:1
O 2.8791 -3.1402 -1.2653 -1.6 -0.4 -1.1 -0.150
C 1.9315 -3.3352 -1.8666 1.6 0.4 1.1 0.159
Fe -1.1067 0.3391 -0.2568 -0.7 -1.3 -0.7 0.088
O 1.3945 0.5107 -2.4471 -3.1 0.1 1.1 -0.202
C 0.2669 0.2666 -2.1276 2.3 -1.1 -0.4 0.114
C -1.8812 1.7849 -0.9904 -5.7 6.6 -3.3 0.649
O -2.5606 2.6504 -1.3909 3.9 -4.3 2.0 -0.121
C -1.4673 -1.6830 -2.1655 -1.2 -1.7 -0.7 0.523
O -2.1307 -2.6221 -1.9969 2.1 3.1 -0.3 -0.118
C -0.7289 -0.5786 -2.8964 -0.1 -1.4 -1.0 0.485
O -0.6507 -0.7525 -4.1144 -0.3 0.1 1.0 -0.298
H -2.3187 0.7302 0.7234 0.5 -0.5 -0.9 0.254
N 1.3187 0.4409 1.2550 0.3 -0.5 0.8 -0.066
C 1.6462 0.4353 2.5628 -0.7 0.2 -0.3 0.096
C 0.4813 0.7689 3.2812 -0.2 0.0 -0.2 -0.716
C -0.5198 0.9589 2.3272 1.7 -0.5 1.5 -0.228
N -0.0212 0.6947 1.0798 2.5 0.7 2.6 0.039
H 1.9563 0.2693 0.4800 -0.4 0.1 0.1 0.223
H 2.6556 0.1875 2.9262 -0.6 0.3 -0.4 0.463
H 0.3924 0.8351 4.3694 0.0 0.1 -0.6 0.386
H -1.5370 1.2391 2.5128 -0.2 0.1 -0.1 0.421
```
Forces are in eV/Å.

Calculated values
**Charge**: +2
**E_HOMO (alpha / beta)**: -16.99 / -18.47 eV
**Energy above the lowest of the compared OMol25 structures with the same formula, charge and spin**: 139.3 kJ/mol
**HOMO-LUMO gap (alpha / beta)**: 6.14 / 6.99 eV
**Electronic energy**: -55954.74364 eV
**Max |F|**: 9.4 eV Å⁻¹
**Multiplicity**: 6
**LUMO level (alpha / beta)**: -0.3986 / -0.4219 Ha
**<S²>**: 8.856

---

5.
This record from the Open Molecules 2025 dataset describes a structure of composition C5H12NO at a distorted geometry. The level of theory is the ωB97M-V functional and the def2-TZVPD basis.

Structure (XYZ):
```
19
Properties=species:S:1:pos:R:3:forces:R:3:mulliken_charge:R:1
C 1.2365 1.2642 0.1601 0.6 -1.3 -1.8 -0.220
N 0.8751 -0.1560 0.3710 -1.6 0.8 -0.8 -0.587
C -0.3432 -0.2207 1.2437 2.4 0.4 1.7 -0.967
C -1.6591 0.1067 0.6227 -0.8 -1.6 -0.2 -0.401
C -1.8319 -1.2137 -0.3356 -2.6 1.9 -0.3 -0.427
O -0.7577 -1.4201 -1.1346 0.8 -0.4 0.4 -0.727
C 2.4279 1.4056 -0.8510 0.0 -0.1 0.2 -1.202
H 1.5504 1.6272 1.1340 0.2 0.6 0.2 0.309
H 0.5234 1.9668 -0.2791 -1.0 -0.1 0.4 0.171
H 0.2514 -0.8812 -0.5581 0.1 1.0 0.4 0.436
H -0.1716 0.3752 2.1798 0.1 -0.3 -0.2 0.368
H -0.3068 -1.2781 1.4984 -0.5 -0.1 0.6 0.364
H -1.5756 1.0576 0.0509 -0.2 -0.8 -0.1 0.250
H -2.5567 0.2424 1.3473 1.5 -0.5 -0.9 0.265
H -2.6792 -0.7824 -0.9376 -0.2 -1.0 -0.2 0.283
H -2.2946 -2.1804 0.2091 1.1 1.9 -0.5 0.170
H 3.1228 0.6624 -0.4572 0.7 0.3 -0.2 0.342
H 2.8148 2.4643 -0.8008 -0.1 -1.1 -0.1 0.317
H 2.2764 1.1262 -1.9469 -0.4 0.4 1.5 0.254
```
Forces are in eV/Å.

Calculated values
**Charge**: -1
**E_HOMO**: -2.55 eV
**Energy above the lowest of the compared OMol25 structures with the same formula, charge and spin**: 175.2 kJ/mol
**HOMO-LUMO gap**: 6.93 eV
**Electronic energy**: -8915.24778 eV
**Max |F|**: 3.2 eV Å⁻¹
**LUMO level**: 0.1611 Ha

---

6.
This record from the Open Molecules 2025 dataset describes the ion C5H15N2O with charge +1 at a distorted geometry. The level of theory is the ωB97M-V functional and the def2-TZVPD basis.

Structure (XYZ):
```
23
Properties=species:S:1:pos:R:3:forces:R:3:mulliken_charge:R:1
C -2.4832 0.9614 1.5217 0.8 -0.1 -0.4 -0.807
N -1.4802 1.5245 0.5726 -1.0 -0.5 -0.1 -0.335
C -0.1536 0.9415 0.5520 0.8 0.5 0.0 -0.660
C -0.0087 -0.1831 -0.5168 -2.1 0.6 -0.5 0.131
N -0.9828 0.3128 -1.6744 0.5 -0.4 1.0 -0.338
C 1.3439 -0.5543 -1.0925 0.3 0.1 -1.0 -0.707
C 1.9369 -1.7310 -0.3170 1.7 0.2 -0.6 -0.571
O 2.0474 -1.2358 1.0176 -0.6 -0.5 -0.1 -0.494
H -2.9388 0.0488 1.1355 0.3 -0.2 -0.2 0.231
H -1.9240 0.7146 2.4188 -0.5 0.0 0.5 0.310
H -3.3539 1.5957 1.7016 0.6 0.4 0.1 0.353
H -1.4460 2.5290 0.5329 -0.1 0.0 0.3 0.237
H 0.2394 0.5449 1.4915 -0.5 -0.3 0.2 0.316
H 0.5559 1.7792 0.3909 -0.2 -0.6 -0.5 0.437
H -0.6325 -1.0590 -0.2463 1.0 0.1 0.5 0.221
H -1.8424 0.5582 -1.1466 0.5 0.9 -0.1 0.362
H -1.2584 -0.3804 -2.3654 0.6 -0.1 -0.2 0.351
H -0.5240 1.1287 -2.0724 -0.6 0.2 -0.4 0.331
H 1.1660 -0.6427 -2.1789 0.3 -1.1 0.3 0.352
H 2.1452 0.2134 -1.1373 -0.8 0.2 0.8 0.287
H 2.9862 -1.9331 -0.6418 -0.8 0.2 -0.2 0.297
H 1.4320 -2.7039 -0.3979 -0.4 0.5 0.1 0.371
H 1.8161 -1.9802 1.5706 0.1 -0.1 0.6 0.322
```
Forces are in eV/Å.

Calculated values
**Charge**: +1
**E_HOMO**: -13.24 eV
**Energy above the lowest of the compared OMol25 structures with the same formula, charge and spin**: 182.2 kJ/mol
**HOMO-LUMO gap**: 10.11 eV
**Electronic energy**: -10448.67209 eV
**Max |F|**: 2.2 eV Å⁻¹
**LUMO level**: -0.1151 Ha

---

7.
This record from the Open Molecules 2025 dataset describes the ion C8H12NO2 with charge -1 at a distorted geometry. The level of theory is the ωB97M-V functional and the def2-TZVPD basis.

Structure (XYZ):
```
23
Properties=species:S:1:pos:R:3:forces:R:3:mulliken_charge:R:1
C -0.6141 2.4665 1.0334 -2.5 0.3 1.2 -1.349
C -0.3604 1.1243 0.4852 -2.4 -1.3 -0.2 0.325
N 0.8217 0.7031 0.2077 0.1 0.5 -0.5 0.591
O 1.9312 1.3498 0.2680 0.6 0.3 0.0 -0.832
C 0.7676 -0.5776 -0.4781 1.1 -2.0 0.5 1.433
C 1.2796 -0.3427 -1.8961 -2.9 1.2 -0.6 -1.557
C 1.6632 -1.6789 0.1799 0.4 2.4 0.0 -1.465
C -0.6187 -1.0322 -0.2367 -0.6 0.9 -0.8 -1.118
C -1.3887 -0.0748 0.2807 2.4 2.0 0.4 0.594
C -2.6846 0.0041 1.0380 -1.6 -0.8 -3.1 -0.628
O -2.4176 0.0448 2.2932 -0.1 0.6 1.7 -0.771
H -1.2474 2.2867 1.9448 0.7 -0.1 -0.4 0.304
H -1.3631 3.1580 0.5081 1.5 -1.0 -0.1 0.252
H 0.3096 2.9212 1.3381 0.3 0.5 -0.2 0.369
H 2.1739 0.2525 -1.7296 0.4 -0.4 -0.7 0.447
H 0.4706 0.3136 -2.3704 1.2 -0.4 0.4 0.306
H 1.2369 -1.2302 -2.5505 0.8 0.2 0.6 0.363
H 1.4328 -1.5939 1.2800 0.5 -0.9 -1.1 0.343
H 2.7402 -1.4066 -0.0606 -1.2 -0.7 0.5 0.320
H 1.2932 -2.5347 -0.3865 0.6 -0.6 0.8 0.383
H -0.8094 -2.0600 -0.3735 -0.7 -0.9 -0.2 0.341
H -3.2611 0.9148 0.4512 0.5 -0.9 1.2 0.124
H -3.3404 -0.9293 0.6681 0.7 1.1 0.4 0.222
```
Forces are in eV/Å.

Calculated values
**Charge**: -1
**E_HOMO**: -3.29 eV
**Energy above the lowest of the compared OMol25 structures with the same formula, charge and spin**: 305.5 kJ/mol
**HOMO-LUMO gap**: 6.78 eV
**Electronic energy**: -14072.55968 eV
**Max |F|**: 3.6 eV Å⁻¹
**LUMO level**: 0.1281 Ha

---

8.
This record from the Open Molecules 2025 dataset describes a cluster of 2 separate species, C4H10OS in total at a distorted geometry. The level of theory is the ωB97M-V functional and the def2-TZVPD basis.

Structure (XYZ):
```
16
Properties=species:S:1:pos:R:3:forces:R:3:mulliken_charge:R:1
C 1.5253 -4.4404 -1.5238 3.6 -0.6 -1.7 -0.629
C 2.3437 -3.6377 -0.8504 -1.2 1.1 1.3 0.056
O 1.7452 -2.8865 0.2389 2.1 -0.7 -0.6 -0.509
H 1.9832 -5.0819 -2.3389 -0.7 1.0 0.9 0.195
H 0.5044 -4.4887 -1.3775 -1.8 -0.2 0.7 0.292
H 3.4060 -3.3722 -1.0864 -1.1 -0.6 0.4 0.269
H 2.4418 -2.8002 0.9364 -0.9 0.0 -0.9 0.325
C -0.1628 2.9578 0.5488 0.7 -3.5 1.3 -0.760
S -1.6034 3.6670 -0.2469 1.3 0.7 -1.1 -0.070
C -2.9231 3.1091 0.7252 -3.9 -0.3 0.1 -0.713
H 0.3850 2.0424 0.0884 -1.4 1.4 -0.2 0.258
H 0.6254 3.6636 0.6427 0.4 0.9 0.4 0.302
H -0.3982 2.4469 1.5577 0.1 1.5 -1.2 0.228
H -3.7254 2.6449 0.0486 1.1 0.6 0.7 0.255
H -3.5460 3.8952 1.3070 1.6 -1.1 -0.6 0.243
H -2.6012 2.2807 1.3301 0.0 -0.1 0.6 0.257
```
Forces are in eV/Å.

Calculated values
**Charge**: 0
**E_HOMO**: -8.33 eV
**Energy above the lowest of the compared OMol25 structures with the same formula, charge and spin**: 208.1 kJ/mol
**HOMO-LUMO gap**: 9.11 eV
**Electronic energy**: -17190.66855 eV
**Max |F|**: 4.1 eV Å⁻¹
**LUMO level**: 0.0285 Ha